No. 1
The following is a quantum chemistry calculation of C21H40GeN7SeSiTl as an isolated structure, from the OMol25 dataset.

The relative energy (zero: lowest compared OMol25 entry of this formula, charge and spin) is 0.407 eV. The LUMO energy (spin up / spin down) is -8.785 / -8.616 eV. The orbital gap (spin up / spin down) comes out at 4.96 / 5.13 eV. The total charge is +2.

Geometry (Å):
Tl -0.926 -1.059 -1.524
C 3.824 2.316 -2.375
C 4.695 1.750 -1.260
C 4.157 2.014 0.146
C 2.768 1.415 0.411
Ge 2.847 -0.544 0.430
C 2.969 -1.453 -1.293
C 4.283 -2.234 -1.420
C 4.438 -2.899 -2.788
C 4.682 -1.901 -3.913
H 4.302 2.190 -3.346
H 3.653 3.384 -2.228
H 2.849 1.822 -2.433
H 5.691 2.189 -1.327
H 4.834 0.674 -1.414
H 4.092 3.093 0.308
H 4.867 1.635 0.885
H 2.054 1.713 -0.358
H 2.376 1.758 1.370
H 3.927 -1.038 1.403
H 2.887 -0.686 -2.066
H 2.128 -2.141 -1.414
H 4.332 -2.989 -0.631
H 5.133 -1.562 -1.259
H 3.548 -3.498 -3.002
H 5.276 -3.596 -2.739
H 3.846 -1.209 -4.041
H 4.822 -2.410 -4.866
H 5.580 -1.311 -3.721
C -4.066 -1.977 -1.064
N -3.347 -0.732 -0.653
C -3.618 -0.521 0.790
N -5.034 -0.430 1.077
C -5.685 -1.670 0.629
N -5.484 -1.897 -0.804
C -6.037 -0.757 -1.542
N -5.396 0.498 -1.137
C -3.976 0.404 -1.392
C -5.599 0.684 0.302
H -3.643 -2.818 -0.506
H -3.897 -2.139 -2.132
H -3.123 0.407 1.095
H -3.186 -1.359 1.346
H -6.753 -1.602 0.833
H -5.276 -2.514 1.187
H -7.107 -0.691 -1.348
H -5.884 -0.911 -2.611
H -3.491 1.328 -1.071
H -3.802 0.262 -2.462
H -6.668 0.749 0.505
H -5.126 1.616 0.615
C -0.631 -2.501 4.556
Si -0.174 -0.727 4.524
C -1.469 0.540 4.258
C 1.516 -0.206 4.995
Se 0.728 -1.133 1.471
H -0.706 -2.837 5.597
H 0.140 -3.107 4.080
H -1.592 -2.680 4.075
H -1.818 0.888 5.238
H -2.330 0.142 3.722
H -1.072 1.410 3.734
H 1.589 -0.144 6.086
H 1.752 0.778 4.590
H 2.256 -0.930 4.654
N -0.812 1.698 -1.075
C -0.580 2.823 -1.167
C -0.275 4.202 -1.265
C -1.223 5.078 -1.812
N -2.023 5.776 -2.264
C 0.975 4.636 -0.795
N 2.013 4.941 -0.394

No. 2
The following is a quantum chemistry calculation of C21H40N3O7P2SSeW as an isolated structure, from the OMol25 dataset.

The relative energy (zero: lowest compared OMol25 entry of this formula, charge and spin) is 0.160 eV. Its expectation value of S² is 2.0375. As for the multiplicity: 3. The LUMO energy (spin up / spin down) is -9.681 / -12.074 eV. The orbital gap (spin up / spin down) comes out at 7.38 / 5.84 eV. The total charge is +3.

Geometry (Å):
W 1.005 0.556 0.086
N -0.438 -4.073 1.068
C -0.962 -2.731 0.582
C -2.482 -2.861 0.401
P -0.188 -2.317 -1.041
O 1.295 -2.876 -0.798
O -0.891 -2.900 -2.174
O -0.094 -0.758 -0.983
P -0.579 -1.555 1.959
O -1.702 -0.431 1.887
O -0.464 -2.334 3.190
O 0.683 -0.712 1.543
H -0.902 -4.846 0.582
H -0.604 -4.148 2.083
H 0.571 -4.150 0.903
H -2.702 -3.629 -0.340
H -2.893 -1.924 0.031
H -2.972 -3.111 1.345
H 1.646 -3.350 -1.570
H -2.443 -0.547 2.501
C 5.089 1.331 2.730
C 4.296 0.860 3.948
C 2.900 0.309 3.638
C 1.777 1.334 3.545
N 2.026 2.402 2.545
C 1.811 2.327 1.221
Se 3.126 0.267 -0.557
N 2.251 3.538 0.670
C 2.257 3.747 -0.809
C 2.279 5.194 -1.293
C 3.680 5.712 -1.645
C 4.168 5.168 -2.984
C 2.718 4.351 1.639
C 3.265 5.664 1.636
C 3.621 6.174 2.839
C 3.453 5.431 4.068
C 2.925 4.153 4.093
C 2.568 3.621 2.874
H 6.081 1.672 3.021
H 4.618 2.157 2.186
H 5.226 0.510 2.023
H 4.231 1.651 4.701
H 4.868 0.065 4.426
H 2.590 -0.376 4.430
H 2.929 -0.287 2.722
H 1.626 1.843 4.496
H 0.830 0.872 3.284
H 1.361 3.243 -1.154
H 3.117 3.197 -1.195
H 1.744 5.832 -0.586
H 1.682 5.225 -2.207
H 4.404 5.440 -0.870
H 3.657 6.802 -1.683
H 4.206 4.075 -2.993
H 5.171 5.525 -3.207
H 3.513 5.489 -3.795
H 3.400 6.233 0.734
H 4.043 7.167 2.901
H 3.759 5.907 4.992
H 2.810 3.609 5.018
C -2.490 1.197 -4.031
C -1.232 1.331 -3.177
S -1.683 1.513 -1.450
O -0.294 1.854 -0.726
C -2.496 3.111 -1.399
C -1.759 4.263 -2.055
H -2.183 0.956 -5.047
H -3.065 2.121 -4.070
H -3.132 0.388 -3.683
H -0.608 2.180 -3.455
H -0.637 0.418 -3.193
H -2.683 3.275 -0.336
H -3.468 2.911 -1.858
H -0.760 4.389 -1.637
H -2.316 5.180 -1.866
H -1.687 4.143 -3.134

Sequential max |F| output: 0.020; 0.013 Eh/bohr